This record from the OMol25 dataset describes a structure of composition C6H37B4F6Hg2NO10S2 at a distorted geometry. The level of theory is ωB97M-V/def2-TZVPD.

XYZ file:
```
68
Properties=species:S:1:pos:R:3
Hg 1.442 1.671 -0.184
Hg -2.473 -0.868 2.320
O 2.053 -1.103 2.935
H 2.109 -1.830 2.277
H 1.224 -1.012 3.420
H 2.247 -0.198 2.488
O -0.844 -3.208 -0.776
H -0.047 -2.621 -0.825
H -1.028 -3.408 0.217
H -1.617 -2.705 -1.216
N 0.391 2.290 3.796
H -0.379 2.613 3.174
H 0.526 3.098 4.401
H 1.154 2.155 3.106
H 0.055 1.463 4.268
B -0.355 -0.129 0.692
H -1.219 -0.914 0.668
H -0.151 0.075 -0.449
H -0.621 0.862 1.251
H 0.570 -0.625 1.210
B -1.846 -3.379 1.786
H -1.757 -4.415 1.249
H -2.666 -2.689 1.283
H -2.041 -3.594 2.930
H -0.815 -2.816 1.681
B -3.116 1.459 2.580
H -4.006 2.212 2.635
H -3.381 0.664 3.470
H -3.142 0.925 1.534
H -2.142 2.051 2.783
B -0.040 3.506 0.246
H 0.301 3.139 1.319
H -0.602 2.652 -0.342
H -0.786 4.397 0.370
H 0.910 3.853 -0.390
C -5.426 -1.459 -1.773
F -6.315 -0.487 -1.552
F -5.813 -2.516 -1.075
F -5.401 -1.658 -3.081
S -3.694 -0.951 -1.215
O -3.515 0.376 -1.747
O -3.649 -0.965 0.257
O -2.825 -1.965 -1.835
C 3.835 -2.321 -1.738
F 3.956 -3.618 -1.508
F 5.046 -1.768 -1.703
F 3.294 -2.053 -2.920
S 2.803 -1.577 -0.356
O 3.507 -1.927 0.873
O 2.740 -0.150 -0.688
O 1.545 -2.281 -0.481
C 3.637 1.839 2.295
O 2.355 1.361 1.946
H 4.460 1.298 1.811
H 3.802 2.910 2.157
H 3.818 1.565 3.347
C 0.490 -0.059 -3.752
C 1.502 1.057 -3.477
C 1.802 1.928 -4.681
O 0.967 1.869 -2.401
H 0.818 -0.527 -4.690
H -0.563 0.194 -3.866
H 0.617 -0.905 -3.075
H 2.405 0.544 -3.153
H 2.723 2.515 -4.656
H 1.012 2.629 -4.951
H 2.004 1.237 -5.505
H 0.158 2.292 -2.715
```

Computed properties:
Highest occupied orbital energy, eV: -9.79
Frontier orbital gap, eV: 8.00
Calculated total energy, eV: -77807.7452
Molecular weight, g/mol: 905.91

=====

This record from the OMol25 dataset describes a cluster of 7 separate species, C4H25N2O6 in total at a distorted geometry. The level of theory is ωB97M-V/def2-TZVPD.

XYZ file:
```
37
Properties=species:S:1:pos:R:3
C -2.188 0.937 -0.039
N -1.965 0.646 1.369
C -1.962 -0.372 -0.971
N -0.524 -0.721 -1.115
C 0.212 0.454 -1.737
C 0.399 0.274 -3.242
H -3.196 1.178 -0.374
H -1.416 1.727 -0.234
H -1.391 -0.180 1.543
H -2.824 0.571 1.950
H -2.528 -1.195 -0.495
H -2.371 -0.016 -1.909
H -0.179 -0.993 -0.194
H -0.421 -1.576 -1.722
H 1.197 0.456 -1.226
H -0.216 1.432 -1.546
H -0.329 0.820 -3.825
H 1.325 0.788 -3.485
H 0.465 -0.772 -3.518
H 1.089 0.512 2.641
H 0.435 -0.005 3.914
O 0.821 -0.309 3.082
H 2.828 -2.501 1.281
H 2.981 -1.076 0.790
O 2.323 -1.773 0.894
H 1.899 -2.419 -1.469
H 2.221 -2.307 -2.832
O 1.502 -1.990 -2.250
H 2.151 2.164 1.042
H 0.723 1.793 1.487
O 1.495 1.458 0.990
H 0.685 -2.159 1.241
H -0.215 -1.685 2.258
O -0.300 -2.114 1.378
H -0.799 3.740 1.884
H -1.374 2.381 2.322
O -0.555 2.833 2.114
```

Computed properties:
Spin multiplicity: 2
Highest occupied orbital energy (alpha / beta), eV: -18.09 / -18.06
Frontier orbital gap (alpha / beta), eV: 11.78 / 5.84
Calculated total energy, eV: -19800.4736
Molecular weight, g/mol: 197.25
Total charge: +2